Entry 1:
The following is a quantum chemistry calculation of the molecule C13H25NS3, from OMol25.

The geometry in XYZ format:
```
42
Properties=species:S:1:pos:R:3:forces:R:3
C -2.671 -1.201 6.377 0.2 -0.4 0.9
C -1.823 -1.792 5.250 1.2 -2.3 2.2
C -1.602 -0.957 4.024 2.5 -1.3 0.8
C -0.933 -1.889 2.949 0.4 0.3 1.8
C -0.106 -1.170 1.966 0.6 2.3 -2.6
C -1.035 -0.438 0.870 1.9 -0.8 0.5
C -0.161 0.160 -0.354 -0.9 -1.2 2.1
C -0.999 0.652 -1.490 -0.6 -1.8 -1.2
C -0.276 1.341 -2.609 -0.2 2.2 0.3
C 0.519 0.335 -3.380 1.6 0.2 -0.7
N 1.598 1.002 -4.230 -0.6 1.1 -0.4
C 2.630 1.640 -3.413 0.3 0.8 0.8
C 3.967 1.336 -4.027 1.2 0.8 1.4
S 4.237 2.056 -5.692 0.0 -0.2 0.2
S 2.356 2.871 -6.181 0.2 -1.1 1.1
C 1.384 1.524 -5.529 -2.0 -2.5 1.1
S 0.143 0.798 -6.419 1.1 1.2 0.3
H -2.510 -1.708 7.472 -0.9 0.7 -3.0
H -2.377 -0.163 6.560 -0.4 0.1 -0.2
H -3.667 -1.281 5.862 0.2 0.4 1.7
H -0.786 -2.082 5.682 -1.4 0.4 -0.8
H -2.318 -2.777 5.052 0.6 0.6 -0.4
H -0.957 -0.139 4.429 -0.2 -0.3 -1.0
H -2.468 -0.553 3.620 -1.8 0.9 -0.6
H -0.288 -2.649 3.462 -0.8 0.5 -0.3
H -1.731 -2.382 2.407 -0.2 -0.5 0.1
H 0.512 -1.859 1.371 0.1 0.1 0.4
H 0.541 -0.345 2.391 -0.4 -1.1 -0.1
H -1.659 0.216 1.505 0.0 0.2 -1.1
H -1.608 -1.292 0.479 -0.4 0.6 -0.1
H 0.490 -0.699 -0.593 -0.1 0.5 -0.2
H 0.446 0.999 -0.035 0.4 0.1 0.4
H -1.545 -0.194 -1.999 0.1 0.6 0.8
H -1.719 1.318 -1.101 -1.1 0.7 0.5
H -1.047 1.971 -3.154 1.1 -1.0 0.0
H 0.435 2.098 -2.167 -0.6 -0.6 -0.4
H -0.074 -0.439 -3.854 -0.1 0.4 -0.8
H 1.101 -0.241 -2.657 0.1 0.2 0.0
H 2.455 2.724 -3.203 0.1 -0.5 -0.8
H 2.789 1.264 -2.368 -1.1 -0.4 -0.9
H 4.016 0.240 -4.009 0.3 0.2 -0.6
H 4.740 1.707 -3.264 -0.7 -0.3 -1.4
```
Forces are in eV/Å.

## Properties
relative energy (zero: lowest compared OMol25 entry of this formula, charge and spin)	195.92	kJ/mol
total energy	-47880.3315	eV
HOMO-LUMO gap	8.00	eV

***

Entry 2:
The following is a quantum chemistry calculation of the ion C13H26BBr2F3N5O5P2S2 with charge -1, from OMol25.

The geometry in XYZ format:
```
59
Properties=species:S:1:pos:R:3:forces:R:3
N 2.652 -1.225 -0.271 -0.4 -0.6 -1.8
C 1.473 -2.081 -0.079 0.8 -2.3 4.2
N 1.636 -3.442 -0.706 -0.3 0.8 -1.4
N 1.640 -2.456 1.412 -0.3 1.3 0.0
C 0.051 -1.482 -0.112 -0.3 -0.6 0.5
P -0.606 -0.324 -1.519 1.3 -1.2 0.9
C 0.545 1.114 -1.017 0.0 1.3 1.6
C -0.148 2.504 -0.694 1.8 0.9 -0.1
C -0.126 2.884 0.857 -2.0 -0.8 -0.9
S 0.931 4.336 1.232 0.4 -0.6 1.3
C 1.648 3.919 2.865 -0.9 -0.4 -0.2
S 1.517 4.867 4.185 0.3 -0.6 -0.9
N 2.344 2.629 2.894 -1.2 3.2 0.0
C 3.617 2.619 2.368 0.2 -4.8 0.7
C 3.936 1.203 2.531 -1.0 2.7 -0.1
N 2.883 0.544 3.136 -0.3 0.3 0.1
C 1.888 1.418 3.380 3.0 0.1 -1.4
C -2.006 0.234 -0.313 -1.4 0.8 1.4
C -3.066 -0.872 0.031 -0.6 0.9 0.9
C -3.313 -1.031 1.589 0.2 -1.6 -2.2
F -2.172 -1.637 2.134 -1.2 1.0 0.1
Br -3.814 0.635 2.478 0.5 -0.6 0.0
C -4.467 -2.119 1.798 0.8 0.0 1.9
F -4.217 -3.277 1.128 -0.3 1.3 0.4
F -4.423 -2.457 3.153 -0.3 0.2 -1.4
Br -6.260 -1.429 1.437 0.5 -0.6 -0.2
B 0.601 -1.047 -2.903 0.3 -1.4 -1.4
O 1.599 -0.345 -3.629 0.0 -0.3 0.8
O 0.430 -2.392 -3.307 0.5 1.2 0.8
P -1.501 0.783 -3.269 -2.4 -0.1 -2.0
O -2.995 0.965 -3.218 1.1 0.8 0.3
O -0.651 2.151 -3.772 -0.4 -0.9 -0.4
O -1.304 -0.267 -4.610 0.7 1.3 0.7
H 3.182 -1.094 0.586 -0.4 -0.1 -0.1
H 3.228 -1.662 -0.997 0.0 0.5 0.4
H 0.990 -4.083 -0.240 0.2 0.4 -0.2
H 2.578 -3.788 -0.516 -0.3 0.2 0.0
H 0.847 -3.027 1.704 0.4 0.0 0.0
H 2.529 -2.947 1.505 -0.4 -0.2 0.1
H -0.082 -0.962 0.875 0.4 -0.4 -1.0
H -0.673 -2.349 -0.044 0.8 0.6 -0.2
H -1.517 -1.419 -1.912 -0.3 0.1 -0.4
H 0.981 0.805 -0.025 -0.2 0.1 -1.1
H 1.419 1.310 -1.672 -0.7 -0.5 0.1
H 0.513 3.296 -1.156 -0.8 -0.7 0.1
H -1.143 2.666 -1.163 0.6 -0.3 0.6
H -1.183 3.194 1.092 1.1 -0.1 0.2
H 0.066 1.976 1.474 0.3 0.8 -0.3
H 4.216 3.441 1.948 -1.0 -0.4 0.4
H 4.884 0.747 2.201 -0.8 0.0 0.5
H 0.891 1.274 3.828 0.9 0.0 -0.4
H -1.615 0.594 0.685 0.1 -0.4 -1.0
H -2.590 1.125 -0.669 0.6 -0.9 0.0
H -4.067 -0.573 -0.380 0.9 -0.4 0.1
H -2.821 -1.900 -0.323 0.0 0.8 0.0
H 2.439 -0.818 -3.504 -0.4 0.1 -0.4
H -0.069 -2.881 -2.634 0.1 0.2 -0.3
H 0.012 1.883 -4.431 -0.1 0.1 0.4
H -1.338 0.272 -5.419 -0.1 -0.3 0.3
```
Forces are in eV/Å.

## Properties
total energy	-220753.4572	eV
HOMO-LUMO gap	5.24	eV
net charge	-1

***

Entry 3:
The following is a quantum chemistry calculation of a cluster of 2 separate species, C13H26BrFN5O5PS in total, from OMol25.

The geometry in XYZ format:
```
53
Properties=species:S:1:pos:R:3:forces:R:3
C 5.316 -1.206 0.557 0.3 0.4 -1.1
C 4.863 -2.456 -0.419 4.3 -4.8 -1.1
O 5.764 -3.435 -0.692 -5.6 6.3 1.9
N 3.503 -2.584 -1.087 1.4 1.8 1.2
C 3.200 -1.276 -1.796 -0.6 0.5 0.2
C 2.413 -2.951 -0.103 -0.6 -1.0 0.1
C 1.189 -3.748 -0.895 -0.1 -0.3 0.8
C -0.296 -3.267 -0.353 -0.4 -1.4 -0.1
C -0.943 -2.040 -1.237 1.3 -2.2 -1.9
N -1.785 -1.062 -0.445 0.5 5.3 -0.2
C -1.683 0.297 -0.765 -0.3 2.4 0.1
N -0.858 0.976 -1.852 -3.3 -1.7 0.4
C -1.235 2.471 -1.915 -0.8 -0.5 2.2
Br -3.102 2.682 -2.707 1.4 0.2 -0.1
C -1.458 2.676 -0.270 0.4 0.0 -2.3
S 0.283 2.191 0.349 0.3 1.4 0.0
C -2.042 4.112 0.264 -0.8 -0.1 0.1
C -1.099 4.883 1.361 0.0 0.3 0.0
C -1.108 4.183 2.868 3.2 1.7 4.4
N -1.860 2.870 3.048 1.4 0.9 -0.5
O -0.449 4.702 3.909 -4.2 -2.8 -6.6
N -2.404 1.473 -0.074 3.5 -1.7 0.2
P -2.916 -1.468 0.879 -4.3 -6.3 2.2
O -3.160 -3.014 1.097 1.6 6.4 -1.3
O -2.509 -0.777 2.427 -2.0 0.5 -2.8
O -4.487 -0.800 0.388 3.8 0.8 1.7
H 6.358 -1.413 1.091 -2.6 0.1 -1.2
H 5.521 -0.286 -0.170 -0.5 -1.9 1.5
H 4.472 -0.870 1.296 1.6 -0.8 -1.4
H 2.152 -1.407 -2.312 2.1 0.4 0.9
H 4.007 -0.985 -2.591 -1.5 -0.8 1.5
H 3.135 -0.403 -1.004 -0.1 -1.4 -1.5
H 2.880 -3.705 0.688 -1.0 1.7 -1.7
H 1.948 -2.036 0.468 1.0 -1.4 -1.0
H 1.293 -3.700 -2.068 -0.2 0.1 2.4
H 1.310 -4.894 -0.596 -0.4 2.5 -0.8
H -1.015 -4.204 -0.522 1.0 2.1 -0.1
H -0.259 -3.064 0.807 0.0 0.1 -2.2
H -1.639 -2.461 -2.110 1.3 0.1 2.2
H -0.025 -1.529 -1.803 -2.1 -0.2 1.6
H -1.036 0.450 -2.747 0.5 0.7 1.0
H -0.472 3.205 -2.428 -1.5 -1.9 1.0
H 1.129 2.966 -0.508 -1.4 -0.9 1.0
H -2.237 4.785 -0.701 0.5 -1.4 2.2
H -3.099 3.917 0.782 2.3 0.3 -1.3
H -1.508 5.985 1.523 0.7 -2.4 -0.3
H 0.004 5.010 0.926 -2.4 -0.4 1.4
H -1.113 2.119 3.037 -1.2 1.1 0.3
H -2.388 2.845 3.947 1.1 0.2 -0.8
H -2.518 1.394 0.960 0.1 -0.4 -0.7
H -3.406 -0.592 2.874 1.8 -0.6 -0.9
H -4.565 0.154 0.688 0.0 -1.4 -0.7
F -2.065 -4.714 -2.065 0.3 0.5 0.1
```
Forces are in eV/Å.

## Properties
total energy	-124464.2279	eV
HOMO-LUMO gap	4.74	eV

***

Entry 4:
The following is a quantum chemistry calculation of a structure of composition C13H26Cl2O2PdSi, from OMol25.

The geometry in XYZ format:
```
45
Properties=species:S:1:pos:R:3:forces:R:3
C 0.157 -1.418 -1.826 -0.5 1.2 -0.6
C 0.996 -0.276 -2.007 -1.0 -0.2 -0.2
C 0.166 0.883 -2.028 -0.6 -0.8 -0.8
C 2.450 -0.277 -2.253 0.7 0.0 0.3
C -1.201 0.474 -1.907 1.0 -0.8 -0.5
C -1.223 -0.955 -1.770 1.0 0.8 -0.6
C -2.425 -1.803 -1.756 -0.5 -0.3 0.2
C 0.577 -2.826 -1.836 0.2 -0.7 0.2
C 0.627 2.260 -2.316 0.2 0.4 0.1
C -2.374 1.351 -2.079 -0.4 0.3 0.2
Pd -0.221 -0.291 0.180 1.1 1.6 -1.9
Cl 4.682 1.271 0.817 0.5 0.3 -0.3
Cl 1.995 -0.853 1.036 0.6 -1.2 -1.0
O -1.989 0.443 1.020 -1.1 1.2 0.1
H 2.899 -1.223 -1.946 0.0 0.1 0.1
H 2.948 0.512 -1.682 0.1 -0.1 0.1
H 2.705 -0.129 -3.312 -0.2 0.0 0.0
H 1.607 2.445 -1.858 -0.2 0.1 0.0
H -0.098 2.996 -1.950 0.2 0.0 0.0
H 0.742 2.439 -3.396 0.0 -0.1 0.1
H -2.216 2.303 -1.565 -0.2 -0.1 0.1
H -3.272 0.878 -1.675 0.1 0.1 0.1
H -2.579 1.598 -3.130 0.2 -0.1 0.0
H -3.235 -1.289 -1.235 0.0 -0.1 0.1
H -2.221 -2.745 -1.243 -0.1 0.1 0.1
H -2.791 -2.047 -2.761 0.1 0.1 -0.1
H 1.543 -2.939 -1.342 -0.1 0.0 0.1
H 0.683 -3.231 -2.851 -0.1 0.1 -0.1
H -0.154 -3.438 -1.303 0.2 0.0 0.1
H -1.892 1.423 1.116 -0.1 -1.2 -0.1
O -0.723 -1.986 1.120 -3.2 -1.3 0.8
H -1.675 -1.662 1.281 1.9 -1.0 0.0
C 2.024 1.077 3.045 -0.1 -0.4 0.1
Si 0.324 0.305 2.500 0.9 2.1 3.5
C -0.051 -1.065 3.778 0.0 0.0 -0.4
C -0.734 1.800 3.286 -0.4 -0.1 0.0
H 2.834 0.345 2.924 -0.2 0.4 0.2
H 2.029 1.419 4.085 -0.2 0.2 0.1
H 2.318 1.906 2.392 -0.1 -0.1 0.1
H 0.155 -0.731 4.800 0.1 0.1 -0.1
H -1.096 -1.371 3.710 0.0 0.0 0.0
H 0.570 -1.926 3.532 0.0 -0.1 0.1
H -0.418 2.023 4.312 0.3 -0.2 0.1
H -0.640 2.747 2.748 0.2 0.0 -0.2
H -1.803 1.585 3.342 -0.1 -0.2 -0.1
```
Forces are in eV/Å.

## Properties
expectation value of S²	6.016
total energy	-54396.6765	eV
spin multiplicity	5
HOMO-LUMO gap (alpha / beta)	3.96 / 4.70	eV
net charge	-2